The ion C8H15N2O with charge +1 at a distorted geometry, computed with ωB97M-V/def2-TZVPD.

Each line ends with the natural charge from an NBO analysis.
CARTESIAN COORDINATES (ANGSTROEM)
C 2.552289 0.248195 2.737553  -0.6753
C 1.697923 0.403239 1.536120  0.4260
C 2.041925 1.106155 0.400835  -0.3606
C 0.981570 0.919277 -0.487982  0.2862
C 0.799209 1.467137 -1.863865  -0.6646
N 0.015951 0.211537 0.093103  -0.0765
C -1.434527 -0.635828 -0.274579  0.3649
C -0.990660 -2.005462 -0.984534  -0.6242
C -2.275598 0.092221 -1.259407  -0.6773
N -2.171804 -0.869096 0.863448  -0.8224
O 0.454933 -0.095021 1.428032  -0.2551
H 3.127589 1.228256 3.003843  0.2697
H 1.922077 -0.086062 3.644622  0.2574
H 3.240724 -0.480910 2.534443  0.2531
H 2.999166 1.617682 0.069743  0.2719
H 1.767423 1.715965 -2.281877  0.2628
H 0.039899 0.761514 -2.330508  0.2446
H 0.293657 2.465219 -1.792529  0.2667
H -0.159909 -1.910105 -1.685399  0.2278
H -0.800630 -2.815221 -0.296272  0.2293
H -1.896310 -2.256493 -1.473202  0.2346
H -1.769224 0.026415 -2.237111  0.2308
H -3.294019 -0.434433 -1.420127  0.2732
H -2.683839 0.982315 -0.819504  0.2408
H -1.946302 -1.672908 1.567423  0.4189
H -2.511515 0.016411 1.327741  0.3973

Forces on the atoms, in the same order (eV/Å):
-2.3 2.4 2.7
0.5 1.5 -0.8
1.1 -0.1 -0.6
-1.1 0.1 0.1
-1.8 0.1 0.7
0.1 -0.2 1.3
0.6 -3.1 -0.3
0.1 1.6 1.3
-1.5 -0.6 -1.0
0.2 -0.2 3.0
0.3 0.1 -1.4
-1.3 -1.7 -0.6
1.1 0.6 -1.4
1.9 -1.9 -0.4
-1.4 -0.8 1.0
-0.1 -0.7 -0.7
1.7 1.1 -0.4
0.2 -0.8 0.1
-0.2 0.2 0.1
0.3 0.0 0.5
-0.6 -0.5 -0.9
-0.5 1.1 0.3
2.0 0.0 0.4
0.6 1.3 -0.5
-0.2 2.3 -2.0
0.3 -1.7 -0.6

As for the structure (SMILES): Cc1cc(C)[n+](C(C)(C)N)o1. The energy above the lowest of the compared OMol25 structures with the same formula, charge and spin is 72.02 kcal per mole. The charge is +1. The value obtained for the calculated total energy is -13558.1672 eV.

***

The ion C8H15N2O2 with charge +1 at a distorted geometry, computed with ωB97M-V/def2-TZVPD.

Each line ends with the natural charge from an NBO analysis.
CARTESIAN COORDINATES (ANGSTROEM)
C -2.103605 -0.569171 -0.169997  -0.2850
O -1.332920 0.392321 -0.816466  -0.5196
C -0.105546 0.614394 -0.210017  0.2854
C 0.603799 1.447458 -1.325572  -0.6158
C -0.440216 1.395628 1.136038  -0.2743
N 0.882302 1.632860 1.744323  -0.7096
C 0.630111 -0.827238 0.229686  0.1469
O 1.466986 -0.923568 1.325503  -0.4865
C 2.079386 -2.113582 1.215105  0.3449
N 1.710625 -2.763170 0.172512  -0.4057
C 0.759684 -2.000398 -0.445457  0.1267
C 0.256559 -2.511933 -1.755046  -0.6255
H -2.791301 -1.157247 -0.831568  0.2165
H -2.783439 -0.115130 0.424492  0.1756
H -1.645417 -1.259062 0.458913  0.1899
H 0.768058 0.781564 -2.061650  0.2371
H 1.546896 1.912311 -0.937516  0.1932
H -0.077656 2.276884 -1.776674  0.2547
H -1.065824 2.169252 0.871246  0.2499
H -1.047337 0.701901 1.865719  0.2369
H 1.342274 2.442878 1.404200  0.4344
H 1.571618 0.732618 1.602865  0.4899
H 0.777118 1.768205 2.761956  0.4431
H 2.717416 -2.381951 1.945097  0.2014
H 0.996660 -2.677056 -2.412681  0.2387
H -0.395955 -3.452924 -1.675309  0.2429
H -0.378366 -1.817280 -2.094763  0.2141

Forces on the atoms, in the same order (eV/Å):
-2.0 -1.3 -2.1
0.4 -1.2 -0.5
-0.2 -0.6 1.1
-0.6 3.2 3.3
0.7 -5.0 -0.1
1.1 -1.6 1.7
-0.9 1.5 -2.1
-0.3 1.5 0.3
-1.9 -0.1 -2.8
0.6 -0.6 1.3
0.5 0.0 -1.0
-2.4 -2.1 3.8
1.1 0.6 -0.2
-2.3 1.9 2.1
1.5 -1.2 0.7
1.0 -2.1 -2.6
-0.6 -0.4 -0.7
1.0 -1.5 1.2
-0.7 2.5 -0.1
1.3 1.2 -1.5
0.6 1.1 -0.6
-1.9 2.0 0.4
0.3 -0.1 -0.4
2.1 -0.8 2.3
2.8 -0.6 -2.2
1.2 1.1 0.3
-2.4 2.7 -1.8

As for the structure (SMILES): CO[C@@](C)(C[NH3+])c1ocnc1C. The energy above the lowest of the compared OMol25 structures with the same formula, charge and spin is 42.87 kcal per mole. The charge is +1. The value obtained for the calculated total energy is -15604.8606 eV.

***

The ion C8H15N2O3 with charge +1 at a distorted geometry, computed with ωB97M-V/def2-TZVPD.

Each line ends with the natural charge from an NBO analysis.
CARTESIAN COORDINATES (ANGSTROEM)
C -3.078314 1.283133 0.063738  -0.2466
O -1.962308 0.400065 0.087971  -0.5137
C -0.765221 0.895014 -0.264556  0.9804
O -0.355328 1.930970 -0.598864  -0.4883
N 0.183621 -0.466862 -0.265444  -0.3934
C -0.781766 -1.733282 -0.014367  0.8571
N -1.636806 -2.060235 -1.056052  -0.8272
O -0.704016 -2.318871 0.984687  -0.5006
C 1.100706 -0.564201 -1.546991  -0.2134
C 2.397976 0.235529 -1.158699  -0.4486
C 2.300991 0.556786 0.387160  -0.4457
C 1.144058 -0.213822 0.890033  -0.0541
C 0.434496 0.427544 2.039145  -0.6579
H -2.749469 2.235713 0.373689  0.2107
H -3.665450 0.886435 0.793470  0.2139
H -3.558710 1.288526 -0.915237  0.2081
H -2.014375 -1.338880 -1.608554  0.4030
H -2.213083 -2.875239 -0.861973  0.4346
H 0.677358 -0.262113 -2.510697  0.2549
H 1.364786 -1.680854 -1.539098  0.2406
H 2.796727 1.134879 -1.784116  0.2629
H 3.296668 -0.391528 -1.303281  0.2436
H 3.135385 0.553012 1.158197  0.2665
H 2.138418 1.657713 0.482396  0.2239
H 1.647865 -1.204732 1.203190  0.2561
H 0.269469 1.504932 1.844234  0.2263
H 1.149425 0.250944 2.893685  0.2641
H -0.553103 -0.130579 2.226323  0.2429

Forces on the atoms, in the same order (eV/Å):
0.7 0.6 -1.4
2.3 0.5 -0.7
-0.6 -3.5 -0.3
0.0 0.6 -0.1
-1.0 1.4 -1.1
-0.9 0.8 -2.5
1.8 -0.2 1.3
0.9 -0.8 1.9
1.4 -1.0 1.4
2.4 0.4 0.2
0.5 3.0 -0.6
0.7 -2.3 0.8
-0.6 -1.1 1.3
0.2 1.3 0.1
-2.1 -0.9 1.8
0.1 0.0 0.1
-0.4 0.6 -0.8
0.1 0.4 -0.1
-0.5 -0.1 0.6
-0.5 1.6 -0.4
-1.8 -1.2 1.0
-0.7 -0.4 0.0
-0.3 -1.1 -1.6
-0.6 -0.6 -0.4
-1.6 1.0 -0.6
0.1 -0.5 0.4
-1.2 0.6 -0.5
1.5 1.0 0.2

As for the structure (SMILES): COC(=O)[N@@+]1(C(N)=O)CCC[C@H]1C. The energy above the lowest of the compared OMol25 structures with the same formula, charge and spin is 59.94 kcal per mole. The charge is +1. The value obtained for the calculated total energy is -17654.0246 eV.